[1]
Computed, not measured: one molecule with the formula C6H12O, with ωB97M-V/def2-TZVPD.

Structure (XYZ):
```
19
Properties=species:S:1:pos:R:3
H -1.64610 2.16412 -0.73275
H -1.63662 -0.29810 -0.28074
H 0.82559 0.97855 -1.55741
H 1.93868 1.51998 -0.30708
H 1.89719 -0.83431 0.67704
C -0.02560 -2.53781 -0.04834
H 0.45731 1.15806 1.37231
C 1.08843 -0.44575 0.03513
C 1.63887 0.64851 -0.90065
H -0.62769 -3.10172 -0.77224
C -1.80350 1.85118 0.31002
H 2.49005 0.34078 -1.51220
C 0.04067 0.33641 0.79132
H 0.73609 -3.22751 0.33927
H -2.86310 1.96829 0.54467
C -1.20776 0.47720 0.35253
O 0.54576 -1.46689 -0.76586
H -0.62219 -2.17035 0.80626
H -1.20302 2.52329 0.93252
```

Total charge: 0
SMILES string: C/C=C/[C@H](C)OC
ΔE to the lowest compared entry with this formula, charge and spin (kcal/mol): 44.65



[2]
Computed, not measured: one molecule with the formula C7H7Cl2NO3 at a distorted geometry, with ωB97M-V/def2-TZVPD.

Structure (XYZ):
```
20
Properties=species:S:1:pos:R:3
O -2.61769 0.63541 -3.41235
O -0.86250 -0.41636 1.26050
H 1.59781 1.55970 -0.45631
H -1.15109 1.69906 1.26273
C 0.46989 -0.58635 1.46854
C -0.65081 -0.35090 -2.35404
H -2.47813 0.60121 1.77647
C 1.19113 0.55245 -0.66804
O -0.63703 -1.56566 -2.31250
C 1.16509 -1.68783 0.76840
C 1.56335 -0.33099 0.41084
Cl 2.26761 -2.52437 1.75128
H 0.63234 -2.25196 0.01781
H 0.81635 -0.18802 2.54173
H -1.23152 1.00705 2.84048
N -1.43444 0.34362 -3.34020
Cl 0.02482 2.05852 -2.60782
H 2.51695 0.13674 0.90305
C 0.30228 0.52902 -1.73876
C -1.48442 0.77966 1.88820
```

Total charge: 0
SMILES string: CO[C@H]1[C@H](Cl)[C@H]1/C=C(/Cl)C(=O)N=O
ΔE to the lowest compared entry with this formula, charge and spin (kcal/mol): 25.69



[3]
Computed, not measured: C34H102N4O22 as an isolated structure at a distorted geometry, with ωB97M-V/def2-TZVPD.

Structure (XYZ):
```
162
Properties=species:S:1:pos:R:3
H -4.24137 0.23111 4.23809
O 1.11643 6.27629 2.78526
H -4.39537 -0.18069 6.44388
H 0.64778 8.27933 3.15105
H 1.17535 -5.84422 0.60977
H -2.11781 -4.83902 -4.37094
H -0.68335 4.20012 4.20292
C -0.89793 -2.20112 -4.00486
C -1.20455 5.80127 -0.56887
O -1.58731 -3.56514 -5.86051
N -2.59943 -5.39999 -3.66685
C -1.62384 -6.05504 -2.79485
C 1.23683 7.64584 2.47927
N 1.56027 1.02512 -1.10906
O -1.06036 -0.44502 -0.93359
H 2.13031 1.82625 -0.85846
C 0.24385 3.77925 3.80280
H -1.41888 1.19396 -1.52766
H 5.41149 1.85189 3.43737
O 3.69117 -1.72690 -5.20383
N -3.44664 -0.54625 6.49299
H 5.39826 4.72393 0.02808
H 2.80808 1.99817 3.80699
C 0.16434 -0.87464 -0.36035
H 2.44310 3.82499 0.00580
H 1.88334 -0.04767 0.63700
H -0.60108 1.68534 0.48959
H 1.46686 1.82781 -2.66518
H 0.18309 2.69729 3.92719
O -2.52324 5.31659 -0.79481
H -2.45036 0.86075 1.13724
H -2.53415 -2.85561 2.23535
H 1.02524 2.02240 1.26825
O 4.04379 2.44097 0.09846
H -0.03010 -1.54478 0.48426
H 4.80395 2.02993 5.01768
H 3.37247 -1.15227 -4.48338
H -0.89195 -7.39069 -4.40281
O 3.25715 -0.15705 -2.99025
C -1.67922 -3.40743 2.64619
H 3.92919 1.87804 0.88266
H -0.88340 4.20584 0.80051
H 1.71458 3.16004 5.81244
N 1.76506 4.17066 5.70787
H 3.08008 -0.08328 2.15493
H 2.90963 -2.91086 0.95787
H -2.37004 -1.89100 -0.24505
C -1.17470 -0.38117 5.69140
C 1.43124 6.00974 4.12088
H 2.99793 0.27225 4.17790
H -4.09986 0.70562 1.73312
H -0.46210 -4.30765 -2.17684
C 2.75538 -2.75789 -5.46150
H -3.08750 6.07010 -0.98951
C -4.33768 -3.91653 -0.69095
H -4.19805 2.47567 -4.23137
H 1.85195 -4.44809 -4.50179
C 3.40254 1.10600 3.60266
H -2.23824 -4.12647 4.34992
H -3.78409 -4.30053 -2.56649
O 5.40906 0.08114 4.53400
C 4.40542 4.74045 -0.42859
H 0.67265 6.42631 4.79577
H 4.76566 -0.82434 -1.61910
O 3.82211 6.03321 -0.46005
H 1.84185 -2.39003 -5.94164
C 0.62582 -5.17747 -0.06008
C 0.60418 1.18736 -2.85345
C 4.80882 1.32471 4.18684
H 3.18195 -3.46289 -6.18307
C -5.34285 -2.96486 -0.05328
H -0.76461 6.17171 -1.49871
H 2.23572 -2.06834 -2.96643
C -3.07768 0.33297 1.84924
H -1.34446 -3.99434 -6.68552
H -3.11441 -0.74394 1.65959
H 5.50861 -0.36534 3.68440
H 4.65932 0.90636 -1.97664
H 0.19879 4.00184 2.73140
H 1.47283 -4.63846 -0.50751
H -0.79174 -0.10417 6.67627
O 1.68677 -2.81269 -3.26908
H 0.09982 -2.36817 -5.90412
H -1.01999 -2.70362 3.16000
H -0.49709 0.01249 4.93069
C 2.44537 -3.58202 -4.19951
C -0.52378 -6.67990 -3.66078
H -2.95231 -6.16698 -4.23400
O -1.39707 -0.92637 -4.42944
H -2.84973 0.73023 -3.15043
C -3.02433 1.63660 -2.55853
H 3.38370 -3.86414 -3.71537
H -5.13073 -1.54444 -1.33472
H 0.02082 -4.48726 0.53303
O -2.11729 -4.47305 3.46067
H -0.24805 0.39456 -4.40830
O -0.10350 -5.92359 -0.99163
H 2.33772 4.18825 3.66683
C 1.50121 4.47644 4.31062
O 3.47549 0.80126 2.20633
H -3.83994 1.37249 -1.87429
H -3.41373 4.11126 -2.04144
H -3.14804 -0.24880 7.41862
H 0.27282 -3.76191 -4.86826
C -0.44871 -3.01002 -5.20997
O -4.08659 3.79695 -2.66597
H 0.70517 1.39743 -1.51797
H 1.23759 -3.16030 1.47837
H -2.73994 -1.16727 -1.77511
H 3.93949 6.41614 0.41429
C 1.03805 0.29082 0.04344
H 0.97721 7.82560 1.43912
H 5.31638 -0.21885 -3.17607
H -2.11425 -6.83663 -2.20860
H 1.84653 -1.80832 3.42265
H -2.60475 3.18300 -3.95005
H -5.38168 -3.09707 1.02742
C 2.25038 -2.92744 1.82600
O -2.48135 0.54292 3.11724
C 3.49819 3.74116 0.28597
H 0.06022 -5.89758 -4.14965
H -0.23270 1.66488 -2.32834
H 2.25646 8.03009 2.61588
C 0.29093 1.27945 0.95832
O -4.49272 -3.80328 -2.11015
H -2.20708 -1.11949 -4.91604
H 0.96378 4.45555 6.26743
O -1.85193 2.00552 -1.86767
H -2.58572 1.23804 5.71525
H 0.58361 5.13270 0.48063
H 3.55144 3.87930 1.37581
H -0.72039 3.25139 -1.30003
H -1.21918 6.65222 0.12298
C 4.55835 -0.09209 -2.40461
C -1.01371 -5.13771 -1.71480
H 4.57291 4.35939 -1.43719
C -0.30991 4.71813 0.01830
H -3.32103 -1.16153 3.99471
O 0.30904 1.17762 -4.23934
H -1.66255 -2.76867 -3.46776
H -1.40686 -2.36810 -1.68066
C -3.18952 -0.08226 4.15809
H 2.62231 0.28188 -2.37233
H 0.78720 0.19167 -2.43917
H -0.04610 -2.10759 -3.33052
C -2.59326 0.15824 5.52808
O 2.15278 -1.71275 2.51896
H -3.30445 -3.80258 -0.35415
O -4.98987 -1.62732 -0.38480
O 0.03316 3.78388 -0.98511
H 0.16744 -7.28039 -3.06361
C -1.91591 -1.54259 -1.17602
H -4.53776 -4.97506 -0.48205
H 0.00822 0.72785 1.86202
H -1.20615 -3.83996 1.76098
H -1.10811 -1.46970 5.63391
H -6.35892 -3.11772 -0.42324
C -3.49665 2.77772 -3.45673
H 2.61709 -3.78212 2.40246
H -1.83323 -4.79159 -1.07717
H 2.42949 6.34577 4.42310
H 0.67422 -1.48739 -1.11471
```

Total charge: 0



[4]
Computed, not measured: one molecule with the formula CH2Cl2, with ωB97M-V/def2-TZVPD.

Structure (XYZ):
```
5
Properties=species:S:1:pos:R:3
C 0.07644 0.12933 0.03489
Cl -1.53158 0.04670 -0.71089
H 0.00912 0.49632 1.05215
H 0.64731 0.81052 -0.58294
Cl 0.79870 -1.48287 0.20679
```

Total charge: 0
SMILES string: ClCCl
ΔE to the lowest compared entry with this formula, charge and spin (kcal/mol): 0.97



For reference, orbital gap by record: 0.374; 0.300; 0.302; 0.444 hartree.
For reference, energy by record: -310.9881; -1471.5549; -3230.5110; -959.6789 Eh.
For reference, highest occupied orbital energy by record: -0.3307; -0.3293; -0.2974; -0.4072 hartree.